102
Properties=species:S:1:pos:R:3 method="wB97M-V/def2-TZVPD" lumo_energy_ev=-3.139 charge=+1
Bi -0.35 -0.35 0.03
C 3.29 -7.16 -0.57
C 2.01 -7.16 0.24
N 1.24 -5.92 0.07
C 1.48 -4.89 0.91
C 0.85 -3.68 0.87
C 1.45 -2.57 1.68
O 2.35 -2.84 2.46
O 1.04 -1.38 1.43
C -0.25 -3.53 -0.02
O -1.10 -2.61 0.04
C -0.39 -4.56 -1.02
C -1.23 -4.32 -2.12
C -1.26 -5.21 -3.14
F -2.02 -4.91 -4.24
C -0.49 -6.39 -3.15
C 0.29 -6.65 -2.04
C 0.37 -5.73 -0.99
N -0.44 -7.28 -4.25
C 0.87 -7.58 -4.80
C 1.21 -6.67 -5.97
N 0.13 -6.83 -7.02
C -1.23 -6.48 -6.45
C -1.49 -7.37 -5.25
H 3.82 -8.11 -0.43
H 3.95 -6.35 -0.26
H 3.09 -7.03 -1.64
H 2.23 -7.24 1.31
H 1.36 -8.00 0.00
H 2.27 -5.03 1.64
H -1.78 -3.40 -2.18
H 0.85 -7.57 -2.01
H 0.90 -8.63 -5.12
H 1.64 -7.45 -4.04
H 2.16 -6.91 -6.44
H 1.20 -5.62 -5.67
H 0.12 -7.81 -7.33
H 0.34 -6.26 -7.84
H -1.96 -6.62 -7.25
H -1.18 -5.43 -6.17
H -1.53 -8.42 -5.58
H -2.46 -7.13 -4.82
N -2.97 -0.58 -0.44
C -3.79 0.17 -1.41
C -4.53 1.35 -0.79
C -3.78 2.67 -0.62
C -2.64 2.71 0.39
N -1.36 2.29 -0.22
H -2.96 -1.57 -0.65
H -3.34 -0.48 0.51
H -4.51 -0.50 -1.87
H -3.14 0.54 -2.21
H -4.94 1.03 0.18
H -5.40 1.55 -1.42
H -4.51 3.42 -0.32
H -3.41 2.99 -1.60
H -2.83 2.04 1.23
H -2.55 3.72 0.79
H -0.59 2.51 0.40
H -1.21 2.83 -1.07
Cl 1.39 -1.81 -1.83
N -0.23 1.25 -3.26
C -0.02 0.24 -4.20
C 1.22 0.04 -4.80
C 1.38 -0.93 -5.76
C 0.31 -1.74 -6.15
C -0.93 -1.54 -5.55
C -1.10 -0.56 -4.59
H 0.58 1.60 -2.77
H -1.04 1.15 -2.67
H 2.06 0.65 -4.49
H 2.35 -1.07 -6.21
H 0.45 -2.50 -6.91
H -1.78 -2.15 -5.84
H -2.07 -0.41 -4.14
N -1.36 -0.01 2.01
C -1.25 -0.32 3.15
N -1.19 -0.67 4.33
C -0.49 -0.16 5.33
N 0.09 0.25 6.24
C 1.81 5.18 2.98
C 1.28 3.81 2.57
C 2.37 2.75 2.70
S 1.76 1.12 2.32
O 1.14 1.30 0.91
C 3.31 0.21 2.11
C 3.75 0.07 0.66
C 4.39 1.31 0.07
H 1.05 5.94 2.85
H 2.67 5.46 2.38
H 2.11 5.19 4.03
H 0.94 3.83 1.54
H 0.43 3.53 3.20
H 2.70 2.67 3.74
H 3.24 2.97 2.08
H 3.12 -0.76 2.56
H 4.03 0.75 2.72
H 2.90 -0.23 0.05
H 4.44 -0.78 0.63
H 3.66 2.10 -0.10
H 4.86 1.09 -0.89
H 5.17 1.71 0.73



14
Properties=species:S:1:pos:R:3 method="wB97M-V/def2-TZVPD" lumo_energy_ev=0.371 charge=0
C -1.13 -1.72 0.36
C -1.42 -0.45 0.05
C 0.41 1.47 0.67
C 1.24 -0.17 -0.92
N 0.25 0.81 -0.57
Cl -2.82 0.42 -0.07
H -1.86 -2.30 0.76
H -0.22 -2.15 0.20
H 0.34 0.88 1.54
H 1.35 2.12 0.59
H -0.42 2.19 0.66
H 2.14 0.27 -1.40
H 1.41 -0.81 -0.13
H 0.72 -0.55 -1.74



Maximum force readings, ordered: 0.016, 0.093 hartree/bohr
ΔE to the lowest compared entry with this formula, charge and spin readings, ordered: 214.3, 412.1 kJ/mol
Frontier orbital gap readings, ordered: 6.60, 9.08 eV